[1]
DFT (wB97M-V/def2-TZVPD) results for C49H38CsN7O2SSi as an isolated structure.

Last column: Löwdin charge in e.
Positions of all 99 atoms, in Å:
Cs1 1.86 0.18 -0.52  1.06
C1 6.14 -2.21 -0.41  -0.08
C2 4.99 -1.43 -0.66  -0.18
N1 3.87 -1.94 -1.11  0.00
C3 3.77 -3.26 -1.33  -0.16
C4 4.87 -4.13 -1.13  -0.18
C5 6.07 -3.55 -0.65  -0.04
C6 4.75 -5.52 -1.41  -0.11
C7 3.54 -5.98 -1.87  -0.13
C8 2.44 -5.15 -2.09  -0.06
C9 2.49 -3.76 -1.82  -0.25
N2 1.48 -2.90 -1.88  0.07
C10 0.34 -3.12 -2.57  -0.24
C11 0.27 -3.72 -3.83  -0.05
C12 -0.94 -3.79 -4.55  -0.12
C13 -2.11 -3.30 -4.04  -0.09
C14 -2.10 -2.70 -2.76  -0.18
C15 -3.28 -2.18 -2.16  -0.02
C16 -3.22 -1.63 -0.92  -0.06
C17 -1.96 -1.58 -0.27  -0.16
N3 -0.86 -2.03 -0.80  0.11
C18 -0.90 -2.60 -2.03  -0.17
H1 7.04 -1.74 -0.04  0.09
H2 5.03 -0.35 -0.50  0.10
H3 6.93 -4.20 -0.48  0.10
H4 5.59 -6.18 -1.25  0.08
H5 3.43 -7.04 -2.08  0.09
H6 1.51 -5.58 -2.43  0.09
H7 1.17 -4.11 -4.28  0.10
H8 -0.92 -4.25 -5.53  0.09
H9 -3.04 -3.36 -4.60  0.09
H10 -4.21 -2.22 -2.71  0.11
H11 -4.09 -1.20 -0.44  0.09
H12 -1.88 -1.13 0.72  0.10
C19 -2.75 -2.82 6.10  -0.06
N4 -1.55 -2.03 5.97  -0.14
C20 -1.11 -1.04 6.85  -0.06
C21 0.03 -0.54 6.33  -0.05
N5 0.29 -1.23 5.16  -0.01
C22 -0.70 -2.15 4.92  -0.78
S1 -0.85 -3.19 3.64  0.61
C23 1.35 -0.88 4.26  -0.30
C24 2.28 -1.83 3.89  -0.02
C25 3.30 -1.41 3.03  -0.05
C26 3.32 -0.09 2.61  -0.10
C27 2.32 0.77 3.05  -0.13
N6 1.34 0.39 3.87  0.15
H13 -3.33 -2.44 6.94  0.08
H14 -2.50 -3.87 6.25  0.08
H15 -3.34 -2.74 5.19  0.08
H16 -1.65 -0.79 7.74  0.11
H17 0.67 0.25 6.66  0.12
H18 2.18 -2.85 4.23  0.10
H19 4.04 -2.12 2.69  0.11
H20 4.07 0.30 1.93  0.08
H21 2.29 1.79 2.69  0.11
O1 3.61 2.39 0.78  -0.13
C28 3.14 2.92 -0.26  -0.81
O2 3.33 2.54 -1.44  -0.15
C29 2.12 4.04 -0.06  -0.22
C30 2.48 5.37 0.12  -0.04
C31 1.50 6.33 0.26  -0.05
C32 0.14 5.98 0.26  -0.22
C33 -0.96 6.88 0.27  -0.15
C34 -2.20 6.39 -0.17  -0.21
C35 -2.50 5.07 -0.28  -0.18
C36 -1.52 4.08 0.31  -0.33
C37 -0.11 4.58 0.16  -0.26
N7 0.84 3.66 -0.03  0.14
H22 3.53 5.64 0.12  0.10
H23 1.78 7.38 0.36  0.09
H24 -0.75 7.95 0.26  0.05
H25 -2.96 7.12 -0.47  0.08
H26 -3.46 4.73 -0.65  0.06
H27 -1.71 3.94 1.40  0.11
C38 -6.10 0.94 -0.02  -0.12
C39 -5.25 0.89 1.07  -0.11
C40 -3.93 1.31 0.95  -0.11
C41 -3.43 1.79 -0.26  -0.27
C42 -4.30 1.84 -1.35  -0.09
C43 -5.62 1.42 -1.24  -0.10
Si1 -1.62 2.35 -0.41  0.72
C44 -1.10 2.17 -2.20  -0.27
C45 -0.69 3.25 -2.99  -0.07
C46 -0.28 3.05 -4.30  -0.09
C47 -0.26 1.77 -4.84  -0.10
C48 -0.67 0.69 -4.08  -0.08
C49 -1.09 0.90 -2.77  -0.12
H28 -7.12 0.61 0.07  0.09
H29 -5.61 0.52 2.02  0.09
H30 -3.27 1.25 1.81  0.10
H31 -3.94 2.20 -2.31  0.10
H32 -6.28 1.46 -2.10  0.09
H33 -0.93 1.32 0.40  -0.01
H34 -0.68 4.24 -2.56  0.10
H35 0.05 3.89 -4.89  0.10
H36 0.07 1.62 -5.86  0.09
H37 -0.66 -0.32 -4.48  0.10
H38 -1.41 0.04 -2.19  0.07

Output
highest occupied orbital energy: -0.15 eV
energy relative to the best compared isomer or geometry (same formula, charge and spin): 45.4 kJ/mol
net charge: -2
calculated total energy: -3131.7757 hartree
Kohn-Sham gap: 3.7 eV

---

[2]
DFT (wB97M-V/def2-TZVPD) results for C49H38GaN2O19 as an isolated structure at a distorted geometry.

Last column: Löwdin charge in e.
Positions of all 109 atoms, in Å:
C1 2.50 -3.91 0.24  -0.05
C2 1.39 -2.78 -0.22  -0.32
O1 1.54 -2.22 -1.45  -0.08
N1 0.20 -2.31 0.61  -0.05
C3 -0.93 -3.32 0.64  -0.29
C4 -1.09 -4.58 1.67  -0.05
O2 -1.88 -3.19 -0.33  -0.08
Ga1 0.71 -1.68 2.37  0.35
C5 0.56 0.42 2.32  -0.15
C6 -0.46 0.74 1.05  -0.36
O3 -1.74 0.29 1.09  -0.09
O4 0.05 1.47 -0.13  -0.07
O5 -0.41 -2.25 3.79  -0.25
C7 0.25 -1.84 5.07  -0.28
N2 0.88 -1.22 6.03  0.04
H1 2.19 -4.52 1.20  0.08
H2 3.53 -3.33 0.38  0.07
H3 2.66 -4.62 -0.69  0.10
H4 -2.16 -4.44 2.19  0.11
H5 -1.13 -5.60 1.08  0.07
H6 -0.24 -4.64 2.49  0.09
H7 2.26 -1.99 2.73  -0.01
H8 -0.01 0.78 3.28  0.08
H9 1.63 0.88 2.19  0.06
H10 -0.19 0.89 -0.93  0.14
C8 7.36 -2.90 -0.63  0.02
C9 8.22 -1.99 -1.11  0.02
C10 8.31 -0.65 -0.52  -0.38
O6 9.09 0.19 -0.96  0.09
C11 7.43 -0.34 0.63  0.01
C12 6.57 -1.25 1.10  0.02
C13 6.48 -2.60 0.51  -0.37
O7 5.70 -3.44 0.95  0.08
H11 7.28 -3.90 -1.06  0.12
H12 8.87 -2.20 -1.95  0.12
H13 7.51 0.65 1.05  0.12
H14 5.92 -1.05 1.94  0.12
C14 -4.98 -1.99 -1.37  0.04
C15 -5.03 -3.11 -0.65  0.03
C16 -6.23 -3.97 -0.66  -0.38
O8 -6.28 -5.00 0.00  0.09
C17 -7.37 -3.55 -1.50  0.02
C18 -7.31 -2.42 -2.22  0.02
C19 -6.11 -1.56 -2.21  -0.38
O9 -6.06 -0.54 -2.88  0.06
H15 -4.10 -1.35 -1.38  0.13
H16 -4.20 -3.44 -0.03  0.10
H17 -8.24 -4.19 -1.49  0.12
H18 -8.14 -2.10 -2.84  0.12
C20 7.30 1.20 5.20  0.04
C21 7.75 1.27 6.46  0.02
C22 8.49 0.15 7.07  -0.38
O10 8.89 0.21 8.22  0.10
C23 8.73 -1.04 6.24  0.02
C24 8.28 -1.11 4.98  0.04
C25 7.54 0.01 4.36  -0.33
O11 7.14 -0.05 3.21  0.05
H19 6.76 2.02 4.74  0.13
H20 7.58 2.14 7.08  0.12
H21 9.27 -1.86 6.70  0.12
H22 8.45 -1.98 4.35  0.13
C26 -7.89 1.48 -1.49  0.04
C27 -7.97 2.69 -2.06  0.03
C28 -8.88 3.73 -1.54  -0.39
O12 -8.95 4.83 -2.06  0.09
C29 -9.70 3.38 -0.36  0.02
C30 -9.62 2.18 0.21  0.02
C31 -8.71 1.14 -0.32  -0.37
O13 -8.64 0.03 0.20  0.10
H23 -7.23 0.71 -1.87  0.08
H24 -7.37 2.96 -2.93  0.13
H25 -10.36 4.15 0.01  0.12
H26 -10.22 1.91 1.07  0.12
C32 -0.55 6.87 0.38  0.02
C33 -0.80 6.88 -0.93  0.02
C34 -0.97 5.63 -1.69  -0.37
O14 -1.20 5.65 -2.90  0.08
C35 -0.87 4.36 -0.95  0.03
C36 -0.62 4.34 0.36  0.04
C37 -0.45 5.60 1.13  -0.38
O15 -0.22 5.58 2.33  0.10
H27 -0.42 7.78 0.96  0.12
H28 -0.88 7.81 -1.49  0.09
H29 -1.00 3.45 -1.52  0.12
H30 -0.54 3.42 0.92  0.10
C38 2.24 -9.42 0.09  0.02
C39 1.97 -8.34 0.82  0.03
C40 0.80 -7.48 0.52  -0.35
O16 0.56 -6.49 1.19  0.04
C41 -0.05 -7.88 -0.61  0.04
C42 0.22 -8.96 -1.35  0.02
C43 1.39 -9.81 -1.05  -0.39
O17 1.64 -10.81 -1.71  0.09
H31 3.10 -10.06 0.30  0.12
H32 2.59 -8.03 1.66  0.13
H33 -0.90 -7.24 -0.82  0.13
H34 -0.39 -9.26 -2.18  0.12
C44 -1.52 10.58 -5.20  0.02
C45 -1.76 10.59 -6.51  0.02
C46 -1.93 9.34 -7.27  -0.39
O18 -2.16 9.36 -8.48  0.09
C47 -1.83 8.07 -6.53  0.03
C48 -1.58 8.05 -5.22  0.04
C49 -1.41 9.31 -4.45  -0.37
O19 -1.18 9.29 -3.25  0.09
H35 -1.39 11.48 -4.62  0.12
H36 -1.84 11.52 -7.07  0.12
H37 -1.96 7.16 -7.10  0.12
H38 -1.50 7.13 -4.66  0.10

Output
highest occupied orbital energy: -6.31 eV
net charge: -1
calculated total energy: -5353.4597 hartree
Kohn-Sham gap: 5.8 eV

---

[3]
DFT (wB97M-V/def2-TZVPD) results for a 2-piece molecular cluster, C49H39F6N3P overall at a distorted geometry.

Last column: Löwdin charge in e.
Positions of all 98 atoms, in Å:
C1 -4.59 5.03 2.69  -0.07
C2 -5.03 3.98 1.88  -0.07
C3 -4.21 3.47 0.88  -0.07
C4 -2.94 4.04 0.65  -0.31
P1 -2.05 3.54 -0.87  1.02
C5 -2.85 4.58 -2.13  -0.31
C6 -2.58 4.35 -3.50  -0.08
C7 -3.13 5.18 -4.47  -0.06
C8 -3.97 6.24 -4.10  -0.07
C9 -4.26 6.46 -2.76  -0.07
C10 -3.70 5.64 -1.78  -0.06
C11 -0.34 4.16 -0.74  -0.29
C12 0.66 3.36 -0.12  -0.08
C13 1.97 3.83 -0.02  -0.09
C14 2.34 5.04 -0.60  -0.07
C15 1.38 5.82 -1.23  -0.06
C16 0.05 5.39 -1.30  -0.06
C17 -2.27 1.85 -1.28  -0.32
C18 -3.26 1.42 -2.18  -0.43
N1 -4.03 0.93 -2.93  0.08
C19 -2.47 5.06 1.51  -0.08
C20 -3.31 5.56 2.50  -0.08
H1 -5.24 5.43 3.47  0.11
H2 -6.02 3.55 2.02  0.11
H3 -4.54 2.64 0.26  0.11
H4 -1.94 3.50 -3.78  0.11
H5 -2.91 5.00 -5.52  0.11
H6 -4.39 6.89 -4.86  0.11
H7 -4.91 7.28 -2.45  0.11
H8 -3.96 5.80 -0.73  0.10
H9 0.39 2.37 0.24  0.10
H10 2.70 3.23 0.51  0.08
H11 3.38 5.36 -0.57  0.11
H12 1.66 6.76 -1.69  0.11
H13 -0.69 6.00 -1.82  0.11
H14 -1.86 1.06 -0.63  0.04
H15 -1.46 5.44 1.39  0.10
H16 -2.96 6.37 3.14  0.11
F1 2.99 -8.74 -2.34  0.14
C21 2.35 -7.69 -2.93  -0.52
F2 3.27 -6.67 -3.11  0.11
F3 1.96 -8.07 -4.20  0.12
C22 1.17 -7.18 -2.15  -0.02
N2 0.61 -6.05 -2.89  0.00
C23 -0.60 -6.33 -3.57  -0.25
C24 -1.72 -6.81 -2.85  -0.01
C25 -2.91 -7.04 -3.53  -0.06
C26 -2.98 -6.90 -4.91  -0.06
C27 -1.83 -6.56 -5.63  -0.06
C28 -0.65 -6.25 -4.97  -0.02
C29 0.95 -4.76 -2.57  -0.15
C30 0.35 -3.68 -3.27  0.03
C31 0.33 -2.43 -2.70  0.02
C32 0.94 -2.16 -1.43  -0.19
C33 0.88 -0.86 -0.87  0.11
C34 1.51 -0.56 0.39  -0.22
C35 2.51 0.47 0.57  -0.02
C36 3.29 0.53 1.70  0.01
C37 2.85 -0.17 2.85  -0.17
N3 3.24 0.19 4.13  -0.03
C38 4.50 0.87 4.37  -0.02
C39 5.54 -0.19 4.62  -0.52
F4 6.76 0.29 4.94  0.15
F5 5.11 -1.03 5.63  0.12
F6 5.66 -0.99 3.49  0.11
C40 2.32 0.08 5.20  -0.23
C41 2.08 -1.19 5.74  -0.04
C42 1.19 -1.33 6.78  -0.06
C43 0.56 -0.22 7.32  -0.07
C44 0.78 1.04 6.78  -0.07
C45 1.69 1.21 5.75  0.00
C46 1.93 -1.23 2.69  0.02
C47 1.25 -1.41 1.51  -0.03
C48 1.70 -3.24 -0.85  0.02
C49 1.77 -4.48 -1.45  0.02
H17 0.44 -8.00 -2.11  0.15
H18 1.51 -6.88 -1.15  0.13
H19 -1.64 -6.95 -1.77  0.12
H20 -3.80 -7.33 -2.97  0.11
H21 -3.92 -7.07 -5.43  0.11
H22 -1.82 -6.55 -6.72  0.11
H23 0.27 -5.94 -5.47  0.13
H24 -0.14 -3.84 -4.25  0.13
H25 -0.14 -1.59 -3.23  0.13
H26 0.50 -0.04 -1.50  0.13
H27 2.70 1.17 -0.24  0.11
H28 4.21 1.13 1.72  0.12
H29 4.81 1.46 3.50  0.13
H30 4.40 1.47 5.28  0.15
H31 2.60 -2.03 5.28  0.12
H32 1.01 -2.33 7.15  0.11
H33 -0.11 -0.34 8.16  0.11
H34 0.25 1.90 7.18  0.11
H35 1.89 2.20 5.33  0.12
H36 1.75 -1.92 3.51  0.10
H37 0.52 -2.22 1.43  0.13
H38 2.26 -3.09 0.07  0.12
H39 2.44 -5.25 -1.04  0.12

Output
highest occupied orbital energy: -9.31 eV
net charge: +1
calculated total energy: -2995.1672 hartree
Kohn-Sham gap: 4.7 eV

---

[4]
DFT (wB97M-V/def2-TZVPD) results for C49H40CaN3O4P3S4 as an isolated structure.

Last column: Löwdin charge in e.
Positions of all 104 atoms, in Å:
Ca1 -0.76 0.53 0.05  0.82
O1 1.53 2.75 3.76  -0.03
C1 0.50 1.17 2.78  -0.60
O2 0.62 0.04 2.05  -0.36
C2 0.85 3.34 1.37  -0.22
C3 0.63 4.69 1.49  -0.01
C4 0.17 5.37 0.37  -0.05
C5 -0.02 4.71 -0.83  0.00
C6 0.24 3.34 -0.86  -0.19
N1 0.63 2.68 0.22  0.11
C7 0.15 2.52 -2.17  -0.65
O3 0.24 3.14 -3.23  0.01
O4 0.02 1.27 -1.98  -0.26
H1 0.79 5.19 2.44  0.11
H2 -0.05 6.43 0.44  0.10
H3 -0.34 5.20 -1.73  0.11
S1 -2.27 -1.96 0.19  -0.19
S2 -4.08 -1.20 -0.57  -0.23
S3 -4.33 0.64 0.27  -0.25
S4 -3.13 1.99 -0.78  -0.18
N2 -1.09 -1.53 3.60  0.12
C8 -1.94 -0.76 4.37  -0.32
C9 -2.71 -1.42 5.34  -0.06
C10 -3.55 -0.73 6.19  -0.12
C11 -3.64 0.66 6.10  -0.13
C12 -2.90 1.31 5.13  -0.11
C13 -2.05 0.64 4.24  -0.27
P1 -1.39 1.54 2.78  1.15
C14 -1.71 3.29 3.22  -0.37
C15 -1.18 3.96 4.32  -0.11
C16 -1.44 5.31 4.52  -0.10
C17 -2.24 6.00 3.62  -0.11
C18 -2.78 5.34 2.53  -0.09
C19 -2.51 3.99 2.32  -0.10
C20 1.41 2.37 2.37  -0.34
C21 1.14 1.41 4.19  -0.23
C22 2.30 0.52 4.51  -0.02
C23 3.38 0.39 3.74  -0.09
C24 3.60 1.07 2.46  -0.08
C25 2.76 1.90 1.85  0.01
H4 -1.48 -2.42 3.33  0.07
H5 -0.56 -1.07 2.85  0.02
H6 -2.63 -2.50 5.41  0.10
H7 -4.13 -1.27 6.93  0.09
H8 -4.29 1.22 6.76  0.08
H9 -3.02 2.38 5.04  0.09
H10 -0.55 3.44 5.03  0.10
H11 -1.01 5.81 5.38  0.09
H12 -2.44 7.06 3.78  0.09
H13 -3.40 5.87 1.82  0.10
H14 -2.90 3.48 1.44  0.02
H15 0.45 1.45 5.03  0.12
H16 2.23 -0.08 5.41  0.10
H17 4.16 -0.29 4.06  0.09
H18 4.53 0.84 1.95  0.09
H19 3.05 2.28 0.88  0.10
N3 0.04 -2.52 -2.24  -0.41
P2 1.01 -1.58 -1.14  0.93
C26 1.78 -2.90 -0.15  -0.34
C27 2.16 -2.54 1.15  -0.08
C28 2.77 -3.47 1.98  -0.08
C29 2.98 -4.77 1.53  -0.11
C30 2.58 -5.14 0.25  -0.11
C31 1.98 -4.20 -0.59  -0.10
C32 2.38 -1.06 -2.23  -0.34
C33 2.83 -1.84 -3.30  -0.10
C34 3.85 -1.38 -4.12  -0.10
C35 4.45 -0.16 -3.86  -0.11
C36 4.02 0.62 -2.80  -0.08
C37 2.98 0.17 -1.99  -0.09
P3 -1.19 -1.56 -3.10  1.00
C38 -0.23 -1.27 -4.64  -0.37
C39 0.20 -2.27 -5.51  -0.11
C40 0.97 -1.97 -6.61  -0.11
C41 1.33 -0.64 -6.87  -0.11
C42 0.90 0.36 -6.02  -0.08
C43 0.11 0.05 -4.91  -0.08
C44 -2.23 -2.96 -3.69  -0.37
C45 -2.33 -4.20 -3.06  -0.09
C46 -3.22 -5.16 -3.54  -0.10
C47 -4.02 -4.90 -4.64  -0.12
C48 -3.93 -3.66 -5.26  -0.10
C49 -3.05 -2.70 -4.79  -0.11
H20 -0.54 -3.05 -1.58  -0.05
H21 1.93 -1.54 1.52  0.07
H22 3.04 -3.19 2.98  0.10
H23 3.44 -5.50 2.18  0.09
H24 2.73 -6.15 -0.10  0.09
H25 1.67 -4.48 -1.59  0.09
H26 2.34 -2.78 -3.50  0.09
H27 4.17 -1.98 -4.96  0.09
H28 5.24 0.20 -4.51  0.09
H29 4.46 1.59 -2.60  0.10
H30 2.61 0.80 -1.19  0.09
H31 -0.06 -3.30 -5.29  0.10
H32 1.31 -2.76 -7.28  0.09
H33 1.95 -0.40 -7.72  0.09
H34 1.19 1.39 -6.19  0.10
H35 -0.18 0.84 -4.22  0.07
H36 -1.75 -4.43 -2.19  0.08
H37 -3.28 -6.11 -3.03  0.09
H38 -4.71 -5.65 -5.00  0.09
H39 -4.56 -3.43 -6.11  0.09
H40 -3.01 -1.73 -5.28  0.11

Output
highest occupied orbital energy: -1.57 eV
energy relative to the best compared isomer or geometry (same formula, charge and spin): 339.2 kJ/mol
net charge: -2
calculated total energy: -5651.1611 hartree
Kohn-Sham gap: 5.8 eV

---

Which formula does entry 3 have?
C49H39F6N3P

---

Kohn-Sham gap of number 2 (C49H38GaN2O19)?
5.8 eV